The following is a DFT calculation (ωB97M-V/def2-TZVPD) of a molecular structure, C39H67BBr25ClN2O4P at a distorted geometry.

Each line ends with the Mulliken charge.
Element x y z (Å)
C -0.10050 -3.64656 5.78212  -1.456
C 0.66757 -2.99501 4.60369  1.073
O -0.11605 -2.96582 3.39324  -0.647
B 0.63148 -2.91227 2.23163  1.197
O 0.13220 -3.57985 1.13966  -0.656
C 1.97138 -2.06583 2.16597  -0.828
C 1.96665 -0.71993 2.51375  -0.592
C 0.83739 0.16950 3.00533  1.534
C 0.91631 0.57995 4.50489  0.227
O -0.08169 0.96509 5.02059  -0.510
Br 2.58301 0.43753 5.54199  -0.148
N 3.40483 -0.36555 2.26993  0.463
C 3.86855 1.04830 2.50388  -0.848
C 4.05643 -1.44459 1.84454  -0.256
P 5.87699 -1.23913 1.46480  0.003
O 6.61670 -2.25856 2.54850  -0.428
Cl 6.19396 -1.95890 -0.44969  -0.002
N 3.22009 -2.50740 1.74965  1.090
C 3.62566 -3.82649 1.26266  0.060
C 3.57630 -4.92277 2.32609  0.480
C 4.76664 -5.32446 2.98248  -0.551
C 4.77607 -6.34917 3.93823  -1.381
C 3.58550 -7.02027 4.28042  -0.801
C 2.39332 -6.63490 3.64632  -0.557
C 2.40660 -5.60540 2.69119  0.109
H -1.18387 -3.47750 5.68887  0.340
H 0.25597 -3.21711 6.73110  0.385
H 0.10528 -4.72929 5.75525  0.297
H 1.63877 -3.51138 4.49779  -0.004
H 0.89218 -1.95137 4.88996  -0.345
H -0.50349 -4.21855 1.50300  0.131
H 0.80325 1.10593 2.40168  -1.469
H -0.13242 -0.32993 2.84218  0.643
H 4.36290 1.06541 3.49038  0.413
H 3.03710 1.76060 2.44089  0.029
H 4.57967 1.37060 1.72792  0.492
H 6.22194 -2.04168 3.41060  0.349
H 2.96973 -4.11998 0.42203  0.270
H 4.65447 -3.79137 0.87781  -0.466
H 5.74155 -4.88125 2.76122  0.719
H 5.69731 -6.67629 4.42834  0.406
H 3.55758 -7.86257 5.01606  0.641
H 1.44156 -7.13497 3.86165  0.476
H 1.44728 -5.37863 2.21295  0.543
Br 2.61302 4.37475 0.65543  -0.151
C 0.98633 5.08827 1.45857  -0.395
C 0.36948 4.09412 2.40325  -0.785
Br -0.55304 2.68333 1.42743  -0.100
H 0.32478 5.36900 0.64246  0.149
H 1.29849 5.98290 1.99425  0.440
H -0.39609 4.56567 3.01646  0.542
H 1.09822 3.61100 3.05023  0.328
Br 6.36802 -5.58434 0.53289  0.109
C 6.91813 -6.38396 -1.15810  -0.661
C 7.17152 -5.33221 -2.20742  -0.612
Br 5.50229 -4.62754 -2.92530  -0.150
H 6.14253 -7.09065 -1.43860  0.409
H 7.83431 -6.92658 -0.93218  0.364
H 7.69086 -5.76147 -3.06226  0.389
H 7.73731 -4.48345 -1.83280  0.353
Br 3.44778 -1.31342 -2.64544  -0.153
C 1.83480 -0.32225 -2.20763  -0.589
C 2.12168 0.83999 -1.29038  -1.205
Br 2.42128 0.21991 0.57167  0.426
H 1.13737 -1.04053 -1.78183  0.339
H 1.44843 0.02906 -3.16320  0.390
H 1.25944 1.50510 -1.24034  0.461
H 2.99867 1.41570 -1.57840  0.529
Br -1.04266 5.38515 -2.16138  -0.094
C 0.77225 5.71743 -2.78683  -0.402
C 1.07767 4.90960 -4.01824  -0.272
Br 1.41606 3.04488 -3.57282  -0.005
H 1.43811 5.50002 -1.95601  0.118
H 0.80973 6.78272 -3.00824  0.438
H 1.99340 5.26181 -4.49001  0.407
H 0.27263 4.91748 -4.74904  -0.064
Br -1.07833 4.07476 -6.97732  -0.144
C -2.69037 4.73630 -6.10465  -0.588
C -3.27778 3.70688 -5.17467  -0.386
Br -4.22274 2.31505 -6.15460  -0.119
H -3.37254 5.04084 -6.89332  0.451
H -2.37141 5.61531 -5.54612  0.331
H -4.02907 4.15887 -4.52878  0.241
H -2.53007 3.20995 -4.56243  0.267
Br -4.87521 4.66439 -1.18105  -0.140
C -5.42915 3.43286 0.22481  -0.556
C -4.64411 2.14950 0.16745  -0.488
Br -5.26416 0.99610 -1.27304  -0.133
H -6.49863 3.28632 0.11375  0.348
H -5.23466 3.95934 1.15739  0.387
H -4.79182 1.57193 1.07853  0.400
H -3.58076 2.30823 0.00930  0.154
Br -2.11807 -6.23073 -1.38141  -0.141
C -3.81159 -5.32792 -1.05406  -0.556
C -3.63940 -4.17229 -0.10579  -0.561
Br -3.45181 -4.78596 1.73453  -0.144
H -4.50626 -6.07889 -0.68945  0.369
H -4.14118 -4.97568 -2.02974  0.356
H -4.52541 -3.53969 -0.10569  0.406
H -2.76571 -3.56581 -0.32780  0.272
Br -8.32795 4.50164 2.03339  -0.154
C -7.96954 6.09316 0.96338  -0.105
C -7.55014 7.25222 1.82639  -0.674
Br -9.07266 8.04765 2.74191  -0.149
H -8.86577 6.29328 0.38620  0.285
H -7.16325 5.80844 0.28885  -0.017
H -7.13550 8.05320 1.21635  0.375
H -6.83134 6.97448 2.59219  0.428
Br -4.54133 -0.30109 -10.91987  -0.131
C -5.02661 1.21462 -9.79890  -0.450
C -4.82369 2.52058 -10.51971  -0.557
Br -2.94030 3.00675 -10.59259  -0.134
H -4.43889 1.13620 -8.88934  0.148
H -6.07930 1.06821 -9.56251  0.359
H -5.30679 3.33381 -9.98066  0.325
H -5.18597 2.50346 -11.54342  0.392
Br 2.78078 -7.41171 6.89447  -0.060
C 2.16427 -8.63494 8.28725  -0.570
C 2.92765 -9.93109 8.24478  -0.637
Br 2.32300 -11.06165 6.78016  -0.129
H 1.09512 -8.76282 8.14581  0.382
H 2.34243 -8.11628 9.22808  0.332
H 2.74634 -10.51110 9.14759  0.380
H 3.99718 -9.79197 8.11594  0.353
Br 8.68270 -1.31297 -4.30856  -0.142
C 6.95997 -1.51453 -5.19408  -0.295
C 6.54580 -0.25033 -5.90173  -0.556
Br 5.89248 1.08351 -4.64410  -0.137
H 6.25036 -1.82731 -4.43306  0.021
H 7.10115 -2.32346 -5.90872  0.353
H 5.70936 -0.44682 -6.57015  0.345
H 7.35215 0.21296 -6.46266  0.400
Br -9.56154 8.79719 -0.85050  -0.113
C -10.06044 10.32459 0.25089  -0.574
C -9.86763 11.62050 -0.49047  -0.557
Br -7.98706 12.11881 -0.56987  -0.143
H -9.47449 10.26244 1.16100  0.294
H -11.11169 10.17177 0.48937  0.374
H -10.35731 12.43757 0.03617  0.355
H -10.22888 11.58524 -1.51408  0.381

Output
electronic energy: -67113.2680 a.u.
F_max: 11.95 eV/Å
Kohn-Sham gap: 7.82 eV
total charge: +1